# 1
Formula: C27H38I2IrN5O
Source: the OMol25 dataset
Level of theory: the ωB97M-V functional and the def2-TZVPD basis

The total energy comes out at -57140.55151 eV. The strongest force on any atom comes out at 0.6 eV Å⁻¹. The net charge is +2. The frontier orbital gap (spin up / spin down) is 6.29 / 6.69 eV. Its energy above the lowest of the compared OMol25 structures with the same formula, charge and spin is 0.0000 eV. As for the molecular weight: 894.66 g mol⁻¹.

```
74
C27H38I2IrN5O the ωB97M-V functional and the def2-TZVPD basis
Ir 0.5858 0.5125 -1.1505
I -1.5314 -5.0473 -5.6002
C -1.0731 -3.8163 -3.9874
C -2.0234 -3.5770 -3.0059
C -1.7223 -2.7367 -1.9429
I -3.1145 -2.4957 -0.4036
C -0.4885 -2.0941 -1.8658
O -0.2090 -1.2479 -0.8589
C 0.4902 -2.4120 -2.8178
C 1.8842 -1.9056 -2.5890
N 1.9272 -0.4238 -2.5318
C 3.2969 0.0921 -2.3833
C 3.2530 1.5092 -1.9026
C 4.3299 2.3648 -2.0433
C 4.2790 3.6204 -1.4650
C 3.1454 3.9795 -0.7519
C 2.0992 3.0877 -0.6664
N 2.1375 1.8735 -1.2453
C 0.1911 -3.2539 -3.8773
H -2.9963 -4.0453 -3.0635
H 2.5558 -2.2677 -3.3703
H 2.2585 -2.2594 -1.6251
H 1.5448 -0.0764 -3.4113
H 3.8672 0.0049 -3.3102
H 3.8005 -0.5150 -1.6266
H 5.2002 2.0382 -2.5958
H 5.1110 4.3041 -1.5629
H 3.0631 4.9420 -0.2685
H 1.1982 3.3342 -0.1263
H 0.9524 -3.4838 -4.6123
C -0.6223 4.9463 3.4604
C -0.4166 3.5524 2.9335
C 0.0173 2.5234 3.7692
C 0.2437 1.2353 3.2965
C 0.7394 0.1484 4.2107
C 0.0190 0.9721 1.9533
C -0.4604 1.9752 1.0996
C -0.6600 3.2677 1.5992
N -0.6492 1.6292 -0.2490
C -1.8158 2.1870 -1.0406
C -2.9468 2.7308 -0.1652
C -1.2858 3.2886 -1.9598
C -2.3995 1.0412 -1.8758
H -0.3449 5.0182 4.5100
H -1.6669 5.2457 3.3671
H -0.0236 5.6679 2.9031
H 0.1935 2.7402 4.8166
H 0.7838 0.4878 5.2437
H 1.7378 -0.1794 3.9162
H 0.0799 -0.7199 4.1652
H 0.2038 -0.0139 1.5427
H -0.9585 4.0750 0.9441
H -2.7443 3.7079 0.2644
H -3.2182 2.0372 0.6312
H -3.8168 2.8511 -0.8102
H -0.8103 4.0888 -1.3887
H -2.1191 3.7259 -2.5100
H -0.5678 2.8903 -2.6778
H -2.7609 0.2408 -1.2310
H -1.6678 0.6318 -2.5749
H -3.2384 1.4212 -2.4586
N -2.0049 -6.1437 2.9512
C -1.1045 -5.3657 2.0097
C -0.5925 -4.0855 2.6786
N 0.2163 -3.2902 1.8065
H -2.3552 -7.0011 2.5191
H -2.8139 -5.5826 3.2271
H -1.5069 -6.4065 3.8046
H -1.6981 -5.1336 1.1265
H -0.2916 -6.0346 1.7328
H -0.0312 -4.3366 3.5844
H -1.4559 -3.4889 2.9905
H -0.2703 -2.8262 1.0504
H 1.0718 -3.7242 1.4953
```


# 2
Formula: C4HNO2
Source: the OMol25 dataset
Level of theory: the ωB97M-V functional and the def2-TZVPD basis

The total energy comes out at -9745.24062 eV. The strongest force on any atom comes out at 3.5 eV Å⁻¹. The frontier orbital gap is 8.15 eV. Its energy above the lowest of the compared OMol25 structures with the same formula, charge and spin is 1.4535 eV. As for the molecular weight: 95.06 g mol⁻¹.

```
8
C4HNO2 the ωB97M-V functional and the def2-TZVPD basis
C 0.0996 -1.6920 0.0216
C -1.2175 0.9634 0.0101
C 0.5889 -0.4271 -0.0021
C 1.5833 0.3680 -0.0118
N -0.3499 -2.7541 0.0089
O 2.3974 1.1981 -0.0488
O -1.0882 2.1118 0.0533
H -2.0135 0.2319 -0.0313
```


# 3
Formula: C23H23IIrNO9S2
Source: the OMol25 dataset
Level of theory: the ωB97M-V functional and the def2-TZVPD basis

The total energy comes out at -76749.71261 eV. The strongest force on any atom comes out at 1.1 eV Å⁻¹. The net charge is -1. The frontier orbital gap (spin up / spin down) is 5.87 / 5.16 eV. Its energy above the lowest of the compared OMol25 structures with the same formula, charge and spin is 0.2550 eV. The spin multiplicity is 6. As for the molecular weight: 840.69 g mol⁻¹.

```
60
C23H23IIrNO9S2 the ωB97M-V functional and the def2-TZVPD basis
Ir -0.9459 -0.4352 0.5432
I -4.4156 6.0071 0.0498
C -3.6947 4.2730 0.9915
C -4.3863 3.7982 2.1395
C -3.8715 2.6827 2.8193
C -2.7743 2.0020 2.3781
C -2.0783 2.3810 1.1021
C -2.5987 3.6628 0.5061
C -2.2593 0.8616 3.2145
O -2.5907 0.7653 4.3832
O -1.4232 0.0417 2.6358
H -5.2691 4.3066 2.4982
H -4.3386 2.3448 3.7359
H -1.0133 2.5291 1.3212
H -2.0738 4.0512 -0.3582
C -0.2592 -3.0031 2.8902
S 0.0571 -2.9752 1.1584
O 0.6153 -4.2313 0.7926
O -1.2626 -2.6234 0.5185
O 0.9270 -1.7815 0.9010
H -0.9953 -3.7883 3.0555
H -0.6472 -2.0384 3.2182
H 0.6810 -3.2495 3.3808
C 1.7692 0.6420 2.6266
C 1.7929 1.2632 1.2648
O 0.8203 1.2049 0.5208
C 3.0056 1.9963 0.8027
C 2.9723 2.6654 -0.4176
C 4.0853 3.3556 -0.8648
C 5.2424 3.3764 -0.0941
C 5.2841 2.7071 1.1200
C 4.1659 2.0206 1.5687
H 0.7576 0.3305 2.8728
H 2.1258 1.3552 3.3711
H 2.4259 -0.2311 2.6378
H 2.0628 2.6347 -1.0037
H 4.0548 3.8755 -1.8132
H 6.1140 3.9158 -0.4429
H 6.1869 2.7184 1.7168
H 4.2054 1.4925 2.5129
N -0.1232 -0.6318 -1.8001
C -0.2144 -1.8657 -2.5415
C 0.7871 -2.8118 -2.4618
C 0.6843 -3.9837 -3.2056
C -0.4129 -4.2038 -4.0198
C -1.4342 -3.2540 -4.0686
C -1.3377 -2.0906 -3.3270
S -0.5227 -5.6504 -5.0793
O -0.5546 -5.0787 -6.4196
O 0.6786 -6.4114 -4.7705
O -1.7676 -6.2893 -4.6817
H 0.8365 -0.3751 -1.6023
H -0.5794 0.1228 -2.2961
H 1.6423 -2.6402 -1.8140
H 1.4603 -4.7376 -3.1668
H -2.2939 -3.4432 -4.6991
H -2.1289 -1.3449 -3.3592
C -2.1522 1.2556 0.0391
H -1.8415 1.6418 -0.9355
H -3.1801 0.8881 -0.0451
```


# 4
Formula: C4H11N2O
Source: the OMol25 dataset
Level of theory: the ωB97M-V functional and the def2-TZVPD basis

The total energy comes out at -9342.62151 eV. The strongest force on any atom comes out at 6.3 eV Å⁻¹. The net charge is +1. The frontier orbital gap is 5.54 eV. Its energy above the lowest of the compared OMol25 structures with the same formula, charge and spin is 6.2354 eV. As for the molecular weight: 103.14 g mol⁻¹.

```
18
C4H11N2O the ωB97M-V functional and the def2-TZVPD basis
N -0.8059 -1.2722 -0.5194
C -0.3468 0.1883 -0.7117
C 1.1223 0.3570 -0.9012
C 1.9568 -0.8449 -0.4947
O 1.8032 -1.2571 0.9249
C -0.8138 0.9273 0.5270
N -2.2769 1.0785 0.8239
H 2.3805 -0.6596 1.4619
H -1.8311 -1.2531 -0.6550
H -0.6056 -1.5736 0.3890
H -0.9846 0.5937 -1.5123
H 3.0109 -0.6413 -0.7225
H 1.4336 0.7886 -1.8760
H 1.7150 -1.7636 -0.9779
H -0.2728 1.8884 0.5051
H -0.4009 0.3960 1.4002
H -2.2389 1.1845 1.8698
H -2.8450 1.8631 0.4688
```


# 5
Formula: C2H2ClNO2
Source: the OMol25 dataset
Level of theory: the ωB97M-V functional and the def2-TZVPD basis

The total energy comes out at -20207.80553 eV. The strongest force on any atom comes out at 1.6 eV Å⁻¹. The frontier orbital gap (spin up / spin down) is 9.27 / 8.93 eV. Its energy above the lowest of the compared OMol25 structures with the same formula, charge and spin is 5.8069 eV. As for the molecular weight: 107.50 g mol⁻¹.

```
8
C2H2ClNO2 the ωB97M-V functional and the def2-TZVPD basis
C -0.9357 0.0590 -0.0569
C 0.5552 -0.4494 0.0762
N -1.1356 1.2533 -0.2356
O 1.2134 0.6660 0.5288
O 0.8665 1.6978 -0.2240
Cl -2.0736 -1.2073 0.0437
H 0.6798 -1.2504 0.8060
H 0.8300 -0.7689 -0.9381
```


# 6
Formula: C20H22Br15ClFN3O2S2
Source: the OMol25 dataset
Level of theory: the ωB97M-V functional and the def2-TZVPD basis

The total energy comes out at -1117205.54946 eV. The strongest force on any atom comes out at 1.7 eV Å⁻¹. The frontier orbital gap is 8.11 eV. As for the molecular weight: 1653.56 g mol⁻¹.

```
66
C20H22Br15ClFN3O2S2 the ωB97M-V functional and the def2-TZVPD basis
C -4.2238 -1.6128 1.4042
C -2.8830 -1.5263 0.6066
O -3.1989 -1.4151 -0.7749
C -2.5365 -0.3385 -1.4133
C -1.1697 -0.8396 -2.0211
O -0.1480 0.0121 -1.5032
C 1.0073 -0.7033 -1.0577
C 1.2370 -0.5438 0.4576
C 1.9312 -1.4767 1.1868
C 2.5488 -2.7550 0.6236
F 2.9409 -2.6418 -0.7233
C 1.5320 -3.9434 0.9059
C 0.2438 -3.8375 0.0510
C 2.0886 -1.2863 2.6357
Cl 2.9786 -2.4652 3.6076
C 1.5679 -0.2235 3.3179
N 1.7282 -0.1224 4.7525
C 0.9347 -0.8521 5.3348
S 0.0883 -2.0029 5.9832
C 0.8587 0.7876 2.5759
N 0.3169 1.8650 3.1412
S -0.3505 2.6409 1.8576
N 0.0125 1.6418 0.6456
C 0.7020 0.6033 1.1425
H -4.1461 -2.3657 2.2027
H -5.0096 -1.9465 0.7044
H -4.5262 -0.6283 1.7903
H -2.2704 -0.6896 0.9896
H -2.3195 -2.4507 0.8441
H -3.1282 0.0680 -2.2540
H -2.3039 0.5063 -0.7425
H -1.1734 -0.7929 -3.1258
H -1.0774 -1.8915 -1.7077
H 1.8701 -0.2097 -1.5538
H 1.0383 -1.7611 -1.3887
H 3.4610 -2.9956 1.1954
H 1.2114 -3.7994 1.9551
H 2.0047 -4.9524 0.8718
H -0.1059 -2.7931 0.0338
H -0.5745 -4.4070 0.5235
H 0.4284 -4.1836 -0.9778
C 0.9299 -1.6270 -5.5499
Br 1.0072 -2.7345 -7.1269
Br 1.2230 -2.6514 -3.9414
Br 2.1332 -0.1255 -5.6648
H -0.0740 -1.2260 -5.4924
C -0.1220 7.1282 2.7629
Br 0.7754 7.3575 1.0718
Br -0.8240 5.3402 2.9499
Br 1.0063 7.6156 4.2497
H -0.9676 7.8030 2.7701
C 5.8366 -5.3508 -0.4095
Br 5.9247 -5.5721 1.5057
Br 7.2947 -6.2396 -1.3048
Br 4.1262 -5.8975 -1.1096
H 5.9376 -4.2922 -0.6119
C -3.9817 6.6896 0.2583
Br -3.1084 8.3035 0.8570
Br -4.7851 6.9200 -1.4805
Br -2.7976 5.1671 0.2957
H -4.7843 6.4872 0.9556
C -1.3608 4.7152 -3.2752
Br -2.1548 3.8834 -4.8253
Br -0.7398 3.4085 -2.0041
Br 0.0330 5.9571 -3.7634
H -2.1409 5.2887 -2.7874
```